Record 1
Computed, not measured: the molecule C8H15N3O4 in a non-equilibrium geometry, with wB97M-V/def2-TZVPD.

Summary:
SMILES: C[C@H](NC(=O)[C@@H](N)CCC(N)=O)C(=O)O
Kohn-Sham gap, eV: 9.78
E_HOMO, hartree: -0.3449
Energy above the lowest of the compared OMol25 structures with the same formula, charge and spin, kJ/mol: 39.7
LUMO energy, eV: 0.399

```
! RIJCOSX wB97M-V def2-TZVPD def2/J DEFGRID3
* xyz 0 1
C 2.24307 -1.71460 -1.25712
C 2.01117 -0.77598 -0.04191
N 1.00756 0.22667 -0.39779
C 0.33247 0.98285 0.57061
O 0.75074 0.99245 1.73068
C -0.84276 1.83470 0.07711
N -0.29549 2.85938 -0.83178
C -1.98608 1.12210 -0.58386
C -2.65496 0.05433 0.34685
C -2.03707 -1.31063 0.31463
N -2.47605 -2.16398 1.21229
O -1.18531 -1.59515 -0.52597
C 3.37322 -0.20532 0.40590
O 4.41910 -0.68494 0.11154
O 3.31981 0.80967 1.31760
H 2.54656 -1.16107 -2.16401
H 2.94533 -2.52753 -1.02392
H 1.30051 -2.24257 -1.47941
H 1.63094 -1.47222 0.73018
H 0.30911 -0.11250 -1.05149
H -1.22217 2.29033 0.97627
H 0.35117 3.48078 -0.35838
H 0.09985 2.45894 -1.66482
H -2.80422 1.83515 -0.77511
H -1.69837 0.63149 -1.52296
H -2.71830 0.45768 1.38449
H -3.70060 -0.04603 -0.00228
H -3.21776 -1.92636 1.85077
H -2.21402 -3.15235 1.14094
H 2.41258 1.05471 1.51096
*
```

---

Record 2
Computed, not measured: the molecule C8H15N3O4 in a non-equilibrium geometry, with wB97M-V/def2-TZVPD.

Summary:
SMILES: C[C@H](NC(=O)[C@@H](N)CCC(N)=O)C(=O)O
Kohn-Sham gap, eV: 10.08
E_HOMO, hartree: -0.3551
Energy above the lowest of the compared OMol25 structures with the same formula, charge and spin, kJ/mol: 88.5
LUMO energy, eV: 0.415

```
! RIJCOSX wB97M-V def2-TZVPD def2/J DEFGRID3
* xyz 0 1
C -2.18956 -3.07060 0.61190
C -2.77295 -1.75405 0.18695
N -1.82255 -0.61720 0.24116
C -0.71600 -0.68746 -0.55706
O -0.23928 -1.69312 -1.06879
C 0.06302 0.63922 -0.66247
N -0.49959 1.63396 0.22976
C 1.59066 0.49433 -0.37847
C 2.36869 1.75173 -0.78547
C 3.82761 1.67828 -0.23510
N 4.86656 2.11392 -1.00123
O 4.05842 1.23129 0.87533
C -4.00896 -1.40006 1.04501
O -5.14770 -1.65602 0.75077
O -3.66993 -0.82844 2.22047
H -1.43181 -3.38657 -0.10941
H -2.95403 -3.82996 0.61727
H -1.62634 -2.94804 1.58299
H -3.18312 -1.80900 -0.84675
H -2.01889 0.38572 0.34010
H 0.04880 1.05439 -1.68337
H -0.06758 1.52068 1.21331
H -0.29921 2.61151 -0.15589
H 1.76416 0.33129 0.70907
H 1.96392 -0.39969 -0.93203
H 2.41239 1.80811 -1.86279
H 1.91298 2.64143 -0.31704
H 4.77161 2.63863 -1.84755
H 5.71056 2.22859 -0.41928
H -2.71191 -0.68289 2.23863
*
```

---

Record 3
Computed, not measured: the molecule C8H15N3O5 in a non-equilibrium geometry, with wB97M-V/def2-TZVPD.

Summary:
SMILES: C[C@@H](O)[C@H](N)C(=O)N[C@@H](CC(N)=O)C(=O)O
Kohn-Sham gap, eV: 10.24
E_HOMO, hartree: -0.3518
Energy above the lowest of the compared OMol25 structures with the same formula, charge and spin, kJ/mol: 59.1
LUMO energy, eV: 0.667

```
! RIJCOSX wB97M-V def2-TZVPD def2/J DEFGRID3
* xyz 0 1
C -2.27562 1.47818 -0.34276
C -2.79762 0.03027 -0.17312
O -2.80424 -0.65616 -1.40331
C -1.97471 -0.79617 0.86870
N -1.81152 -0.04452 2.10216
C -0.67328 -1.37548 0.19083
O -0.53855 -2.54184 -0.16270
N 0.27285 -0.47404 -0.00367
C 1.35920 -0.70606 -0.86819
C 2.05158 0.60401 -1.31690
C 1.97878 1.62492 -0.09014
N 3.08952 1.71833 0.62048
O 0.92139 2.23640 0.11438
C 2.45024 -1.54263 -0.03578
O 3.49431 -1.05666 0.34925
O 2.22222 -2.82252 0.23794
H -3.03168 2.19363 -0.58039
H -1.47552 1.63132 -1.13003
H -1.80626 1.81268 0.61452
H -3.78557 0.07131 0.27971
H -3.26548 -0.13890 -2.07984
H -2.47421 -1.71467 1.05961
H -0.94447 0.50537 2.06531
H -1.80941 -0.68781 2.84983
H -0.11311 0.50761 0.08160
H 1.02264 -1.35916 -1.69205
H 1.67591 1.10404 -2.17175
H 3.13405 0.33974 -1.64636
H 2.95700 2.13304 1.54453
H 3.67154 0.90567 0.71131
H 1.28001 -2.97991 0.00681
*
```

---

Record 4
Computed, not measured: an isolated ion of composition C8H15N4O2 and charge +1 in a non-equilibrium geometry, with wB97M-V/def2-TZVPD.

Summary:
SMILES: CC1=N[N@@+](C(N)=O)(C(C)C)C(=O)N1C
Kohn-Sham gap, eV: 10.34
E_HOMO, hartree: -0.5106
Energy above the lowest of the compared OMol25 structures with the same formula, charge and spin, kJ/mol: 195.5
LUMO energy, eV: -3.554

```
! RIJCOSX wB97M-V def2-TZVPD def2/J DEFGRID3
* xyz 1 1
C -2.40576 0.18246 -1.99124
C -1.41801 -0.12368 -0.95636
N -0.12589 -0.01462 -1.21025
N 0.55917 -0.39232 -0.13867
C 1.36806 -1.82366 -0.67391
N 1.80847 -2.42780 0.39103
O 1.47520 -1.78718 -1.83762
C 1.62094 0.45621 0.41755
C 0.94886 1.55012 1.23976
C 2.62016 0.95543 -0.70905
C -0.40633 -0.88288 0.84907
O -0.12136 -1.39282 1.92393
N -1.55513 -0.67565 0.26216
C -2.73964 -1.19319 0.94197
H -1.98050 0.09334 -3.09297
H -2.83378 1.21644 -1.78982
H -3.26902 -0.59155 -1.92495
H 1.48301 -2.21101 1.26596
H 2.28802 -3.24413 0.31418
H 2.29779 -0.13845 1.02744
H 0.76073 2.38744 0.56203
H 0.26162 1.15807 2.05206
H 1.73669 2.04998 1.85782
H 2.20309 1.83802 -1.29479
H 2.84668 0.13144 -1.43420
H 3.57182 1.25323 -0.18139
H -3.30580 -1.99486 0.34653
H -2.36557 -1.72126 1.90956
H -3.47828 -0.43869 1.26950
*
```

---

Record 5
Computed, not measured: an isolated ion of composition C8H15N4O2 and charge +1 in a non-equilibrium geometry, with wB97M-V/def2-TZVPD.

Summary:
Kohn-Sham gap (spin up / spin down), eV: 6.38 / 6.38
E_HOMO (spin up / spin down), hartree: -0.4223 / -0.4224
Energy above the lowest of the compared OMol25 structures with the same formula, charge and spin, kJ/mol: 728.1
LUMO energy (spin up / spin down), eV: -5.112 / -5.111

```
! RIJCOSX wB97M-V def2-TZVPD def2/J DEFGRID3
* xyz 1 1
C 1.33799 1.19190 1.06071
C 0.47778 2.28583 0.38061
C -1.03521 1.99700 0.31465
C -0.64027 -2.24071 -1.76381
C -1.26203 -2.44422 -0.36886
C -0.03147 -0.87179 -1.66504
C -1.65849 -1.01773 0.15129
C -1.20094 1.16737 -0.89231
N -0.94438 -0.13327 -0.81651
N 1.99493 0.14988 0.56233
N 2.23616 -0.13627 -0.76375
N 1.49832 1.54593 2.35530
O 2.39116 -0.89786 1.52407
O 1.20353 -1.05312 -1.09263
H 0.68586 3.05919 1.04252
H 0.91203 2.52745 -0.53784
H -1.44107 1.58691 1.25730
H -1.58222 3.00988 0.27097
H 0.32867 -2.92585 -1.84964
H -1.33001 -2.17276 -2.54614
H -2.10131 -3.15590 -0.43726
H -0.58747 -2.85354 0.41702
H 2.56831 -1.71990 1.02988
H 0.03867 -0.25021 -2.65329
H -2.75926 -0.88946 0.13000
H -1.41611 -0.87143 1.16536
H -0.96126 1.66215 -1.87364
H 1.05953 2.37048 2.69637
H 2.21857 1.08003 2.90233
*
```

---

Record 6
Computed, not measured: a 2-piece molecular cluster, C8H15NO2P overall in a non-equilibrium geometry, with wB97M-V/def2-TZVPD.

Summary:
Kohn-Sham gap, eV: 8.72
E_HOMO, hartree: -0.1869
Energy above the lowest of the compared OMol25 structures with the same formula, charge and spin, kJ/mol: 102.0
LUMO energy, eV: 3.629

```
! RIJCOSX wB97M-V def2-TZVPD def2/J DEFGRID3
* xyz -1 1
C -1.74284 1.60851 2.30541
C 3.26627 0.16812 -0.52204
C -0.13309 3.55449 -0.12023
C -2.38155 2.47838 -0.26305
C -0.57273 1.72493 1.48119
C 3.30115 -1.26289 0.27582
C 1.94278 -1.25217 1.04442
C -0.99416 2.55317 0.22989
N -2.75643 1.59028 2.85319
O 0.71491 0.52183 -0.88288
O -0.72326 -1.31358 0.33874
P 0.67832 -0.86403 -0.22036
H 2.68658 0.06788 -1.46730
H 2.81165 0.98434 0.14303
H 4.21549 0.71661 -0.80234
H 0.85192 3.79370 0.32221
H -0.11284 4.10062 -1.10677
H 1.48415 -1.75469 -1.06660
H -2.54647 3.04608 -1.18729
H -3.04103 2.78250 0.54368
H -2.46910 1.43277 -0.44887
H -0.52505 0.71165 1.06100
H 0.24673 2.03593 2.10311
H 4.08934 -1.48683 1.07232
H 3.44824 -1.99890 -0.49852
H 1.63071 -2.28976 1.45916
H 2.05037 -0.47282 1.90474
*
```

---

Record 7
Computed, not measured: C8H15NO2S2 as an isolated structure in a non-equilibrium geometry, with wB97M-V/def2-TZVPD.

Summary:
Kohn-Sham gap, eV: 8.39
E_HOMO, hartree: -0.2905
Energy above the lowest of the compared OMol25 structures with the same formula, charge and spin, kJ/mol: 427.2
LUMO energy, eV: 0.489

```
! RIJCOSX wB97M-V def2-TZVPD def2/J DEFGRID3
* xyz 0 1
C -3.10664 -0.34944 -0.03155
C -1.86866 -0.18435 -0.83953
C -0.77570 -1.33952 -1.00881
C -0.26736 -1.86771 0.35425
C 0.48344 -0.65120 1.06839
C 1.56133 0.02706 0.11588
C 2.42640 1.00410 0.91917
C 3.73519 1.50064 0.40587
H -3.81166 2.04957 -1.41570
H -4.43268 0.92171 0.74045
H -2.18134 -0.03960 -1.88500
H -1.16542 0.68864 -0.60755
H -1.58673 -2.17076 -1.45576
H 0.04848 -1.12044 -1.63852
H -0.92536 -2.50260 1.16326
H 0.60549 -2.58338 -0.02871
H -0.33690 0.00835 1.26760
H 1.30969 -0.76671 1.88639
H 1.29916 0.46936 -0.76824
H 2.41172 0.59041 1.86318
H 1.90998 1.94779 0.88781
H 4.73043 2.03648 1.13366
H 3.43355 2.31736 -0.45674
N -3.97403 0.71086 -0.19627
O -3.21568 1.94252 -0.70908
O -3.54669 -1.38663 0.47757
S 4.37427 0.05700 -0.82276
S 2.86572 -1.30955 -0.41924
*
```